[1]
Density functional theory data (the ωB97M-V functional and the def2-TZVPD basis) for 7 unconnected molecules or ions with the total composition C16H48O7Si.

Cartesian coordinates (Å):
C: 1.98 -0.81 1.05
C: 3.35 -1.11 1.66
C: 3.33 -1.83 3.01
O: 4.01 -1.15 4.05
C: 3.38 0.06 4.45
Si: 1.79 -0.16 5.46
H: 1.23 -1.54 1.38
H: 2.00 -0.86 -0.03
H: 1.62 0.18 1.32
H: 3.94 -1.70 0.96
H: 3.90 -0.17 1.79
H: 3.83 -2.80 2.95
H: 2.29 -2.03 3.32
H: 3.17 0.71 3.59
H: 4.10 0.60 5.07
H: 1.44 1.16 6.04
H: 2.00 -1.15 6.54
H: 0.66 -0.60 4.61
C: 0.35 -1.97 -2.95
C: -0.79 -2.01 -1.94
O: -0.79 -0.89 -1.07
H: 1.31 -1.93 -2.43
H: 0.33 -2.85 -3.59
H: 0.26 -1.08 -3.58
H: -0.70 -2.89 -1.30
H: -1.75 -2.08 -2.45
H: -0.90 -0.10 -1.61
C: -4.55 -0.73 -2.94
C: -3.90 0.25 -3.89
O: -2.51 -0.03 -4.07
H: -4.05 -0.71 -1.97
H: -5.61 -0.50 -2.80
H: -4.50 -1.75 -3.33
H: -3.95 1.26 -3.50
H: -4.41 0.24 -4.86
H: -2.43 -0.92 -4.42
C: 7.68 1.68 0.83
C: 6.32 1.11 1.19
O: 5.30 1.49 0.27
H: 7.63 2.77 0.78
H: 8.42 1.40 1.57
H: 8.01 1.31 -0.14
H: 5.99 1.48 2.16
H: 6.37 0.01 1.27
H: 5.54 1.16 -0.60
C: 0.07 4.97 7.67
C: -0.92 3.82 7.68
O: -0.28 2.55 7.64
H: 0.71 4.91 6.78
H: -0.45 5.93 7.67
H: 0.71 4.94 8.55
H: -1.55 3.85 6.80
H: -1.58 3.89 8.56
H: 0.28 2.47 8.42
C: -1.67 3.16 -6.51
C: -0.91 2.07 -7.25
O: -0.24 1.19 -6.36
H: -0.99 3.73 -5.88
H: -2.15 3.85 -7.21
H: -2.44 2.73 -5.87
H: -0.13 2.50 -7.87
H: -1.59 1.52 -7.90
H: -0.91 0.79 -5.79
C: -5.90 -4.81 -1.68
C: -6.78 -3.92 -2.53
O: -6.24 -3.67 -3.82
H: -4.91 -4.36 -1.57
H: -6.32 -4.95 -0.69
H: -5.78 -5.79 -2.14
H: -6.89 -2.93 -2.07
H: -7.79 -4.35 -2.61
H: -6.14 -4.51 -4.28

Calculated values
LUMO energy, eV: 0.6
Highest occupied orbital energy, eV: -8.99
Multiplicity: 1
Structure (SMILES): CCCOC[SiH3].CCO.CCO.CCO.CCO.CCO.CCO
Max |F|, eV/Å: 0.3
Frontier orbital gap, eV: 9.61
Charge: 0
E_tot, eV: -39577.7383

Here are the Löwdin charges for atoms 1 to 2, given in e: -0.10 -0.22

=====

[2]
Density functional theory data (the ωB97M-V functional and the def2-TZVPD basis) for 8 unconnected molecules or ions with the total composition C16H48O8 in a non-equilibrium geometry.

Cartesian coordinates (Å):
C: 3.03 4.76 -4.84
C: 3.66 3.39 -4.69
O: 4.63 3.19 -5.66
H: 2.37 5.08 -4.03
H: 2.40 4.74 -5.73
H: 3.69 5.58 -5.14
H: 2.79 2.73 -4.69
H: 4.21 3.25 -3.76
H: 4.84 2.25 -5.64
C: 0.99 -2.55 -8.27
C: 0.80 -1.80 -6.94
O: -0.56 -1.73 -6.44
H: 0.74 -3.59 -8.09
H: 1.97 -2.46 -8.72
H: 0.22 -2.35 -9.02
H: 1.05 -0.75 -7.08
H: 1.42 -2.19 -6.13
H: -0.45 -1.35 -5.56
C: -6.15 -0.26 4.60
C: -6.72 -1.64 4.99
O: -7.71 -2.04 4.00
H: -5.79 -0.16 3.57
H: -5.53 0.15 5.40
H: -7.03 0.40 4.55
H: -7.05 -1.50 6.02
H: -5.93 -2.39 5.00
H: -7.23 -2.46 3.29
C: -4.96 -4.06 -0.80
C: -5.98 -5.20 -0.89
O: -7.09 -4.99 -0.05
H: -4.09 -4.20 -1.44
H: -4.57 -3.89 0.21
H: -5.41 -3.10 -1.06
H: -5.55 -6.13 -0.54
H: -6.52 -5.27 -1.83
H: -7.72 -5.70 -0.22
C: -0.86 5.60 5.33
C: -0.04 6.23 6.40
O: -0.82 6.78 7.43
H: -0.23 5.51 4.45
H: -1.63 6.32 5.06
H: -1.24 4.60 5.56
H: 0.42 7.10 5.92
H: 0.75 5.60 6.80
H: -0.28 7.44 7.87
C: 2.76 -5.34 -3.33
C: 3.60 -4.70 -2.17
O: 4.21 -3.51 -2.52
H: 3.14 -4.98 -4.29
H: 1.69 -5.14 -3.30
H: 2.87 -6.42 -3.27
H: 4.43 -5.39 -1.99
H: 2.96 -4.53 -1.31
H: 4.83 -3.22 -1.84
C: -0.61 0.09 0.57
C: 0.62 0.42 -0.29
O: 0.54 -0.12 -1.56
H: -0.66 -0.98 0.80
H: -1.50 0.41 0.04
H: -0.52 0.59 1.54
H: 1.47 -0.04 0.22
H: 0.84 1.49 -0.28
H: 1.44 -0.36 -1.80
C: 5.01 2.62 5.95
C: 4.68 2.23 4.54
O: 5.74 2.41 3.82
H: 5.55 1.85 6.50
H: 4.20 2.83 6.66
H: 5.71 3.45 5.97
H: 3.90 2.85 4.08
H: 4.43 1.19 4.35
H: 5.85 3.36 3.70

Calculated values
LUMO energy, eV: 0.1
Highest occupied orbital energy, eV: -10.08
Relative energy (zero: lowest compared OMol25 entry of this formula, charge and spin), kcal/mol: 116.4
Multiplicity: 1
Structure (SMILES): CCO.CCO.CCO.CCO.CCO.CCO.CCO.CCO
Max |F|, eV/Å: 6.4
Frontier orbital gap, eV: 10.19
Charge: 0
E_tot, eV: -33745.4552

Here are the Löwdin charges for atoms 1 to 2, given in e: -0.09 -0.36

=====

[3]
Density functional theory data (the ωB97M-V functional and the def2-TZVPD basis) for 8 unconnected molecules or ions with the total composition C16H48O8S8 in a non-equilibrium geometry.

Cartesian coordinates (Å):
C: -2.71 3.25 1.93
S: -2.43 2.10 3.29
O: -1.04 1.59 3.22
C: -2.64 3.28 4.66
H: -3.81 3.19 1.82
H: -2.29 2.90 1.01
H: -2.51 4.28 2.23
H: -2.54 4.33 4.37
H: -1.98 2.99 5.47
H: -3.70 3.24 4.92
C: 2.08 -0.18 4.65
S: 1.55 -1.89 4.29
O: 0.10 -1.96 4.61
C: 1.74 -1.76 2.49
H: 1.96 -0.08 5.72
H: 1.53 0.43 3.94
H: 3.14 -0.11 4.38
H: 2.70 -2.12 2.12
H: 1.52 -0.75 2.17
H: 0.96 -2.40 2.09
C: -0.45 -1.37 -1.69
S: 0.55 -0.52 -0.44
O: 1.67 0.14 -1.16
C: -0.76 0.67 -0.06
H: -0.97 -2.17 -1.16
H: 0.22 -1.85 -2.40
H: -1.10 -0.68 -2.21
H: -1.56 0.12 0.42
H: -1.17 0.97 -1.03
H: -0.41 1.57 0.42
C: 1.46 0.19 -6.15
S: 2.25 1.78 -5.71
O: 1.20 2.83 -5.63
C: 2.53 1.31 -4.00
H: 1.06 0.19 -7.17
H: 0.65 0.10 -5.43
H: 2.26 -0.55 -6.11
H: 3.39 0.67 -3.81
H: 1.64 0.83 -3.59
H: 2.71 2.24 -3.47
C: -2.49 -1.69 2.65
S: -2.23 -3.21 1.65
O: -1.00 -3.15 0.79
C: -1.80 -4.24 3.06
H: -3.35 -1.85 3.30
H: -2.72 -0.94 1.90
H: -1.59 -1.49 3.22
H: -0.98 -3.81 3.64
H: -1.37 -5.18 2.71
H: -2.72 -4.36 3.62
C: 2.20 -4.66 -2.88
S: 3.91 -4.10 -2.72
O: 4.19 -3.42 -4.02
C: 3.64 -2.81 -1.51
H: 1.55 -4.27 -2.09
H: 2.25 -5.74 -2.90
H: 1.80 -4.22 -3.79
H: 4.53 -2.25 -1.23
H: 3.16 -3.25 -0.64
H: 3.00 -2.05 -1.96
C: -3.13 0.33 -4.65
S: -3.89 0.21 -3.01
O: -3.37 1.40 -2.27
C: -5.59 0.64 -3.55
H: -3.40 -0.59 -5.18
H: -2.05 0.32 -4.60
H: -3.54 1.22 -5.11
H: -5.60 0.79 -4.62
H: -5.99 1.40 -2.89
H: -6.18 -0.26 -3.33
C: 3.08 3.31 4.07
S: 3.39 4.01 2.43
O: 4.34 3.12 1.72
C: 1.79 3.63 1.66
H: 3.96 2.82 4.47
H: 2.24 2.63 4.05
H: 2.82 4.19 4.68
H: 1.59 4.50 1.03
H: 0.90 3.45 2.26
H: 1.84 2.73 1.04

Calculated values
LUMO energy, eV: 0.1
Highest occupied orbital energy, eV: -8.39
Relative energy (zero: lowest compared OMol25 entry of this formula, charge and spin), kcal/mol: 19.5
Multiplicity: 1
Max |F|, eV/Å: 1.6
Frontier orbital gap, eV: 8.51
Charge: 0
E_tot, eV: -120424.6595

Here are the Löwdin charges for atoms 1 to 2, given in e: -0.24 0.81

=====

[4]
Density functional theory data (the ωB97M-V functional and the def2-TZVPD basis) for 9 unconnected molecules or ions with the total composition C16H49O9 in a non-equilibrium geometry.

Cartesian coordinates (Å):
O: 0.00 -0.07 -0.40
H: -0.78 -0.63 -0.21
C: -0.99 -3.59 2.81
C: -0.78 -2.98 1.42
O: 0.21 -1.96 1.56
H: -1.67 -2.92 3.35
H: -0.03 -3.67 3.32
H: -1.41 -4.59 2.79
H: -1.76 -2.60 1.13
H: -0.46 -3.68 0.64
H: 0.16 -1.41 0.77
C: 2.67 2.82 -3.41
C: 2.13 2.20 -2.14
O: 1.46 3.22 -1.38
H: 1.87 3.28 -3.98
H: 3.26 2.09 -3.98
H: 3.33 3.57 -2.98
H: 2.88 1.67 -1.55
H: 1.38 1.47 -2.44
H: 2.09 3.92 -1.21
C: -0.68 -2.79 -2.66
C: -1.33 -1.49 -3.15
O: -0.47 -0.35 -2.98
H: -0.43 -2.79 -1.60
H: 0.25 -2.97 -3.19
H: -1.41 -3.60 -2.75
H: -2.26 -1.31 -2.60
H: -1.57 -1.65 -4.20
H: -0.18 -0.37 -2.06
C: -3.61 1.80 -3.01
C: -2.28 2.56 -3.13
O: -1.39 2.14 -2.07
H: -3.57 0.76 -3.31
H: -4.38 2.26 -3.63
H: -3.97 1.79 -1.98
H: -2.33 3.64 -3.00
H: -1.83 2.45 -4.12
H: -0.97 1.33 -2.38
C: -1.54 0.65 4.75
C: -0.13 0.35 4.25
O: -0.05 0.43 2.90
H: -1.62 0.35 5.79
H: -2.36 0.16 4.23
H: -1.74 1.72 4.67
H: 0.26 -0.61 4.59
H: 0.60 1.04 4.69
H: 0.18 -0.43 2.52
C: 3.76 2.80 2.67
C: 3.56 1.96 1.39
O: 2.24 1.44 1.33
H: 4.81 2.86 2.95
H: 3.16 2.40 3.49
H: 3.39 3.81 2.54
H: 4.38 1.26 1.23
H: 3.73 2.64 0.56
H: 2.44 0.53 1.10
C: -4.48 -1.05 1.18
C: -3.51 -0.13 0.38
O: -2.84 0.72 1.31
H: -5.12 -0.38 1.75
H: -3.95 -1.61 1.95
H: -5.06 -1.77 0.60
H: -4.17 0.40 -0.30
H: -2.75 -0.65 -0.21
H: -3.47 0.98 1.99
C: 4.20 -2.29 -0.86
C: 2.74 -2.00 -0.74
O: 2.48 -0.77 -0.17
H: 4.40 -3.31 -1.19
H: 4.60 -2.11 0.13
H: 4.67 -1.58 -1.54
H: 2.28 -2.78 -0.13
H: 2.22 -1.97 -1.70
H: 1.57 -0.61 -0.41

Calculated values
LUMO energy (alpha / beta), eV: 4.7 / 4.7
Highest occupied orbital energy (alpha / beta), eV: 3.16 / -2.97
Multiplicity: 2
Max |F|, eV/Å: 3.0
Frontier orbital gap (alpha / beta), eV: 1.55 / 7.63
Charge: -2
<S²>: 0.750
E_tot, eV: -35809.0573

Here are the Löwdin charges for atoms 1 to 2, given in e: -0.31 -0.05